(1)
79
Properties=species:S:1:pos:R:3 method="wB97M-V/def2-TZVPD" lumo_energy_ha=0.068 largest_force_ev_per_a=1.289 e_above_lowest_kcal_mol=32.9 total_charge=-1 homo_lumo_gap_ev=5.342 energy_ha=-6419.33386 homo_ev=-3.50
Y 1.11146 -0.16762 0.76575
C 1.64571 -3.56555 0.88297
N 2.34507 -2.39974 1.41316
C 2.63958 -2.48269 2.83131
C 2.90642 -1.11016 3.36927
N 2.65870 -0.01017 2.71062
C 3.07594 1.02375 3.54796
C 3.08346 2.39797 3.33463
C 3.57423 3.19189 4.35008
C 4.05679 2.64121 5.54886
C 4.07053 1.27572 5.76446
C 3.57491 0.48811 4.73445
N 3.45318 -0.88784 4.59317
C 0.17477 -3.31018 0.87789
N -0.35606 -2.11595 1.04820
C -1.72227 -2.27951 0.85217
C -2.74888 -1.34101 0.89876
C -4.01432 -1.77827 0.56380
C -4.25667 -3.11302 0.19917
C -3.24689 -4.05507 0.17100
C -1.97516 -3.60951 0.50730
N -0.75066 -4.25263 0.58209
H 1.92013 -3.73778 -0.17091
H 1.87566 -4.49456 1.41766
H 3.17149 -2.17498 0.85195
H 1.77170 -2.91259 3.34751
H 3.50272 -3.13093 3.06258
H 2.71604 2.82179 2.41050
H 3.58571 4.26394 4.22177
H 4.42955 3.30239 6.31992
H 4.45036 0.84973 6.68212
H 3.73355 -1.59501 5.24969
H -2.55304 -0.31282 1.17256
H -4.83392 -1.07396 0.56609
H -5.25977 -3.41168 -0.07032
H -3.43458 -5.07817 -0.11895
H -0.49271 -5.10624 0.09912
S 1.37983 -2.76730 -4.82035
As 2.30388 -3.48392 -3.06423
S 1.61770 -1.23810 -1.59980
S 3.26676 -0.23206 -0.73006
S 0.97635 -4.95067 -2.10405
O -0.43540 0.97306 2.13348
S -0.17704 2.33141 1.58322
O -0.05799 3.37633 2.55625
O 0.99984 2.16590 0.69305
C -1.62240 2.66036 0.58518
C -2.54182 3.52401 1.16119
C -3.79534 3.68596 0.58618
C -4.12550 2.96364 -0.54528
C -3.19362 2.11821 -1.12914
C -1.91679 1.96308 -0.60355
P -0.64647 0.82610 -1.34040
C 0.28092 1.99620 -2.40091
C 0.37699 3.35020 -2.11412
C 1.13015 4.19047 -2.92028
C 1.79992 3.67739 -4.02142
C 1.70206 2.32486 -4.31421
C 0.94533 1.48468 -3.51400
C -1.49552 -0.17715 -2.59252
C -1.43828 -1.56132 -2.48211
C -1.99261 -2.37750 -3.45569
C -2.62776 -1.80769 -4.54556
C -2.68012 -0.42607 -4.67709
C -2.10322 0.38507 -3.71603
H -2.27316 4.04905 2.06381
H -4.51121 4.36059 1.03622
H -5.10893 3.05771 -0.98501
H -3.46741 1.56338 -2.01663
H -0.13497 3.77579 -1.25854
H 1.19593 5.24250 -2.67912
H 2.39751 4.32797 -4.64636
H 2.21910 1.90353 -5.16515
H 0.89557 0.43077 -3.76044
H -0.88581 -2.02390 -1.67874
H -1.86519 -3.44820 -3.37819
H -3.03922 -2.43931 -5.32049
H -3.13830 0.01645 -5.55203
H -2.09648 1.45956 -3.85550

(2)
21
Properties=species:S:1:pos:R:3 method="wB97M-V/def2-TZVPD" lumo_energy_ha=-0.204 largest_force_ev_per_a=6.204 e_above_lowest_kcal_mol=43.3 total_charge=+1 homo_lumo_gap_ev=6.801 energy_ha=-2331.95715 homo_ev=-12.36
Cu 3.75686 -1.21664 0.54430
O 1.47311 -1.27839 1.15247
O 0.28918 0.75203 0.63122
C 1.11218 1.90365 0.42485
C 1.94305 1.49264 -0.78310
O 2.03422 0.06718 -0.62110
C 1.01338 -0.33931 0.25213
H 0.46212 2.76244 0.23720
H 1.73364 2.08469 1.31259
H 2.95473 1.91251 -0.78422
H 1.43452 1.71138 -1.73241
Li -4.54454 1.12254 -0.15974
O -3.04224 0.52065 -1.32680
O -1.87585 -1.25859 -0.70025
C -1.11114 -1.63368 0.37322
C 0.33012 -1.62851 0.03402
O -3.61870 -0.51187 0.54688
C -2.91873 -0.37664 -0.47426
H -1.36140 -1.10176 1.29991
H 0.66468 -2.19330 -0.83940
H -0.72919 -2.79101 0.61247

(3)
43
Properties=species:S:1:pos:R:3 method="wB97M-V/def2-TZVPD" smiles="Cc1ccc(SCC(=O)NNC(=O)C2CCCCC2)cc1" lumo_energy_ha=0.028 largest_force_ev_per_a=0.801 e_above_lowest_kcal_mol=23.4 total_charge=0 homo_lumo_gap_ev=9.091 energy_ha=-1281.08877 homo_ev=-8.33
C -0.14913 -3.59410 -0.50741
C 0.91874 -2.58036 -0.23232
C 1.45154 -2.44967 1.04542
C 2.43356 -1.51830 1.31169
C 2.90537 -0.70148 0.29252
S 4.16250 0.49044 0.71210
C 3.75403 1.88232 -0.39550
C 2.27296 2.18596 -0.47025
O 1.73416 2.59290 -1.48143
N 1.60527 2.05846 0.69688
N 0.21533 2.18566 0.69846
C -0.52674 1.23564 1.33144
O 0.00551 0.42359 2.06198
C -2.03603 1.37395 1.17832
C -2.49399 2.02830 -0.12705
C -2.01705 1.23952 -1.35569
C -1.86318 -0.24600 -1.01894
C -2.93983 -0.67049 -0.02723
C -2.69397 -0.00894 1.33330
C 2.40056 -0.82986 -0.99122
C 1.40904 -1.76183 -1.24132
H 0.29022 -4.58994 -0.57249
H -0.65672 -3.38297 -1.44519
H -0.88119 -3.60509 0.29739
H 1.08037 -3.07263 1.84526
H 2.83264 -1.40927 2.30802
H 4.28285 2.73940 0.02482
H 4.13607 1.69731 -1.39989
H 1.95618 1.51042 1.47633
H -0.10930 2.68913 -0.11710
H -2.34379 2.00552 2.02085
H -2.17410 3.07063 -0.18216
H -3.58580 2.03950 -0.10801
H -1.06739 1.62364 -1.73359
H -2.74935 1.36085 -2.15647
H -0.88329 -0.43433 -0.57562
H -1.92938 -0.83882 -1.93248
H -3.91756 -0.38224 -0.41937
H -2.94044 -1.75476 0.08919
H -2.02521 -0.62875 1.93305
H -3.63723 0.08396 1.87309
H 2.76215 -0.20982 -1.79684
H 1.01161 -1.84746 -2.24256

(4)
42
Properties=species:S:1:pos:R:3 method="wB97M-V/def2-TZVPD" s_squared=6.0564 multiplicity=5 lumo_energy_ha="-0.264 / -0.354" largest_force_ev_per_a=1.151 e_above_lowest_kcal_mol=2.2 total_charge=+2 homo_lumo_gap_ev="8.079 / 5.638" energy_ha=-1751.23489 homo_ev="-15.26 / -15.26"
Ru 0.18041 0.63408 -1.14598
C -0.63072 0.76526 -3.14284
C -0.92009 -0.57690 -2.73614
C -1.66990 -0.71184 -1.52242
C -1.80437 -1.97691 -0.93135
C -1.23065 -3.08418 -1.52580
C -0.53728 -2.96496 -2.73920
C -0.35542 -1.73548 -3.32427
H -1.42166 1.50636 -3.06568
H 0.03680 0.91276 -3.98509
H -2.34385 0.08830 -1.22009
H -2.40511 -2.09282 -0.03816
H -1.35306 -4.05736 -1.06888
H -0.14631 -3.85311 -3.21786
H 0.18614 -1.63915 -4.25739
S 1.65481 4.87855 -2.06858
C 1.34165 3.41236 -1.61982
N 1.12374 2.27814 -1.27669
N -2.17674 1.68931 5.59704
C -2.25435 0.67243 4.72215
O -2.93521 -0.31916 4.85011
C -1.43760 0.79687 3.44817
C -1.31994 1.97316 2.71797
C -0.70676 1.93175 1.47902
N -0.20936 0.79851 0.96420
C -0.28227 -0.33193 1.68976
C -0.88927 -0.37028 2.92428
H -2.70634 1.61371 6.45173
H -1.52216 2.44634 5.51742
H -1.71733 2.91206 3.07892
H -0.60832 2.82694 0.87908
H 0.14955 -1.22807 1.26117
H -0.96690 -1.29883 3.47353
C 3.31363 -1.08895 0.19678
S 2.23355 -1.07376 -1.25418
C 3.28826 -0.22565 -2.45693
H 4.05853 -1.86783 0.04841
H 2.71460 -1.32342 1.07319
H 3.79714 -0.12275 0.31856
H 3.74862 0.64441 -1.99497
H 2.67106 0.08126 -3.29827
H 4.05244 -0.91922 -2.80088